{"formula": "C34H24Cl2N2O3STi", "method": "ωB97M-V with the def2-TZVPD basis set", "symbols": ["Ti", "C", "C", "C", "C", "C", "H", "H", "H", "H", "H", "C", "C", "C", "C", "C", "C", "N", "N", "C", "C", "C", "C", "C", "C", "H", "H", "H", "H", "H", "H", "H", "H", "H", "Cl", "C", "C", "C", "Cl", "C", "O", "C", "C", "O", "C", "H", "H", "H", "C", "C", "O", "S", "C", "C", "C", "C", "C", "C", "C", "C", "H", "H", "H", "H", "H", "H", "H"], "coordinates": [[1.9657, 0.3358, -0.8590], [2.6101, 2.5620, -1.4348], [3.4692, 1.6927, -2.1387], [4.2449, 0.9900, -1.1885], [3.8568, 1.4121, 0.0920], [2.8307, 2.3741, -0.0526], [1.8988, 3.2356, -1.8770], [3.5326, 1.5948, -3.2079], [4.9623, 0.2160, -1.4057], [4.2178, 1.0107, 1.0237], [2.3245, 2.8786, 0.7511], [-2.7893, 3.8929, -1.4615], [-2.9331, 2.9869, -2.5051], [-1.9363, 2.0657, -2.7777], [-0.7790, 2.0408, -2.0007], [-0.6408, 2.9388, -0.9509], [-1.6404, 3.8642, -0.6879], [0.2719, 1.0797, -2.2575], [0.1700, 0.5405, -3.3692], [1.1525, -0.4119, -3.6642], [1.0528, -1.0661, -4.8889], [1.9919, -2.0307, -5.2073], [3.0102, -2.3143, -4.3009], [3.0929, -1.6416, -3.0856], [2.1603, -0.6708, -2.7360], [-3.5730, 4.6095, -1.2490], [-3.8319, 2.9929, -3.1094], [-2.0516, 1.3539, -3.5823], [0.2284, 2.8992, -0.3186], [-1.5210, 4.5542, 0.1380], [0.2426, -0.8138, -5.5623], [1.9371, -2.5592, -6.1505], [3.7497, -3.0688, -4.5456], [3.9025, -1.8914, -2.4061], [2.6831, -6.9586, 0.6890], [2.6853, -5.2363, 0.4658], [3.8293, -4.5094, 0.7764], [3.8375, -3.1430, 0.6061], [5.2633, -2.2360, 0.9809], [2.7132, -2.4473, 0.1204], [2.7518, -1.1461, -0.0048], [1.5805, -3.2149, -0.2009], [0.3855, -2.5942, -0.7621], [0.2641, -1.4341, -1.0974], [1.5704, -4.5978, -0.0170], [4.7110, -5.0116, 1.1517], [-0.4681, -3.2763, -0.9013], [0.6808, -5.1659, -0.2643], [-6.7792, -0.0398, 6.3800], [-5.5875, 0.0009, 5.4545], [-4.9845, -0.9738, 5.1031], [-5.0884, 1.6752, 5.0509], [-3.6980, 1.3753, 3.9945], [-2.4850, 0.9551, 4.5283], [-1.4018, 0.7318, 3.6967], [-1.5109, 0.9332, 2.3191], [-2.7343, 1.3612, 1.7916], [-3.8210, 1.5789, 2.6258], [-0.3975, 0.7200, 1.4391], [0.5034, 0.5854, 0.6358], [-6.6297, -0.8243, 7.1207], [-7.6574, -0.2923, 5.7843], [-6.9507, 0.9171, 6.8697], [-2.3958, 0.7972, 5.5947], [-0.4576, 0.3984, 4.1070], [-2.8224, 1.5184, 0.7240], [-4.7696, 1.9004, 2.2142]], "relative_energy_kcal_mol": 18.5}

{"formula": "C3H3Cl2F", "method": "ωB97M-V with the def2-TZVPD basis set", "symbols": ["C", "C", "C", "F", "Cl", "Cl", "H", "H", "H"], "coordinates": [[0.1420, 0.5151, -0.6087], [-0.7309, 0.9111, 0.3238], [-1.5765, 0.0731, 1.1530], [-0.9242, 2.1952, 0.5555], [-3.2382, 0.0411, 0.2708], [-1.6804, 0.7690, 2.7406], [0.7707, 1.3043, -1.0721], [-0.0389, -0.5406, -0.8187], [-1.1467, -0.9815, 1.4734]], "smiles": "C=C(F)C(Cl)Cl", "relative_energy_kcal_mol": 18.8}

{"formula": "C2H12NO4", "method": "ωB97M-V with the def2-TZVPD basis set", "symbols": ["C", "O", "C", "N", "H", "H", "H", "H", "H", "H", "H", "H", "O", "H", "H", "O", "H", "H", "O"], "coordinates": [[-1.3805, -1.1432, 0.7976], [-2.6533, -0.5301, 0.8548], [-0.8558, -1.3746, -0.6588], [-0.1429, -0.1247, -1.0272], [-1.5967, -2.1308, 1.2216], [-0.6423, -0.5923, 1.3891], [-1.7892, -1.4697, -1.2085], [-0.1730, -2.2304, -0.7141], [-0.6268, 0.6640, -0.5974], [-0.1317, 0.1080, -2.0172], [-2.7852, 1.8325, -0.2826], [-2.6136, 0.5454, 0.8296], [-2.2380, 1.7711, 0.5193], [1.3094, 1.6070, 0.9081], [1.1950, 0.5545, -0.1056], [1.9048, 1.0024, 0.4385], [3.6861, 0.6450, 0.1809], [4.9047, 0.4573, -0.7234], [4.6289, 0.4086, 0.1955]], "relative_energy_kcal_mol": 12.0, "multiplicity": 2}

{"formula": "C19H19N3O2S", "method": "ωB97M-V with the def2-TZVPD basis set", "symbols": ["C", "C", "C", "C", "C", "C", "C", "C", "N", "C", "C", "O", "C", "H", "H", "H", "C", "H", "H", "S", "C", "N", "C", "C", "C", "O", "N", "H", "C", "H", "H", "C", "H", "H", "C", "H", "H", "H", "H", "H", "H", "H", "H", "H"], "coordinates": [[-1.2097, -1.4470, 3.5103], [0.2243, -1.8390, 3.3876], [1.0193, -1.9396, 4.5220], [2.3528, -2.2997, 4.4467], [2.9267, -2.5702, 3.2149], [2.1596, -2.4784, 2.0726], [0.8122, -2.1161, 2.1430], [0.0613, -2.0371, 0.9086], [-1.1874, -1.7117, 0.7452], [-1.4218, -1.7784, -0.5997], [-0.2622, -2.1582, -1.2269], [0.6747, -2.3264, -0.2648], [0.1143, -2.4048, -2.6418], [-0.7661, -2.6345, -3.2383], [0.6221, -1.5352, -3.0684], [0.8038, -3.2447, -2.6912], [-2.7587, -1.4545, -1.1497], [-2.8267, -1.6394, -2.2217], [-3.5284, -2.0286, -0.6342], [-3.2724, 0.2867, -0.7883], [-1.9282, 1.2361, -1.3747], [-1.8242, 2.4466, -0.9216], [-0.7746, 3.1574, -1.3830], [0.1736, 2.6845, -2.2462], [0.0816, 1.3551, -2.7591], [0.8230, 0.7514, -3.5115], [-1.0720, 0.7027, -2.2738], [-1.2155, -0.2335, -2.6293], [1.2114, 3.7216, -2.5429], [2.2209, 3.3141, -2.4951], [1.0626, 4.1154, -3.5520], [0.9483, 4.7953, -1.4694], [1.1055, 5.8014, -1.8532], [1.6286, 4.6437, -0.6307], [-0.5002, 4.5764, -0.9984], [-0.6351, 4.7400, 0.0694], [-1.2007, 5.2288, -1.5253], [2.5957, -2.6853, 1.1070], [3.9669, -2.8509, 3.1468], [2.9443, -2.3690, 5.3476], [0.5803, -1.7299, 5.4869], [-1.8498, -2.2225, 3.0952], [-1.4057, -0.5439, 2.9363], [-1.4745, -1.2785, 4.5511]], "smiles": "Cc1ccccc1-c1nc(CSc2nc3c(c(=O)[nH]2)CCC3)c(C)o1", "relative_energy_kcal_mol": 27.4}

{"formula": "C3H8NO2S", "method": "ωB97M-V with the def2-TZVPD basis set", "symbols": ["O", "C", "C", "C", "S", "N", "H", "H", "H", "H", "H", "H", "H", "H", "O"], "coordinates": [[-1.3149, 1.6500, -0.0541], [-0.8121, 0.9296, 0.7436], [0.6275, 0.6274, 0.7408], [0.8330, -0.9600, 0.6548], [-0.2335, -1.5340, 1.9360], [1.3404, 1.2055, -0.4823], [-1.5148, 0.5431, 1.5470], [1.3485, 0.8758, 1.5785], [0.8515, -1.6021, -0.1468], [1.9558, -1.0949, 0.8213], [0.5985, 1.4286, -1.2621], [1.9315, 0.4838, -0.9051], [-1.7076, -1.4243, -1.2869], [-1.8244, -0.1448, -1.7946], [-2.0793, -0.9835, -2.0901]], "total_charge": -1, "relative_energy_kcal_mol": 81.6}

{"formula": "C3H11NO4", "method": "ωB97M-V with the def2-TZVPD basis set", "symbols": ["O", "C", "C", "C", "O", "N", "H", "H", "H", "H", "H", "H", "H", "H", "H", "O", "H", "H", "O"], "coordinates": [[-1.1534, -1.1196, 1.5162], [-1.2784, -0.0434, 0.9265], [-0.6723, 0.2704, -0.3927], [-0.5456, -1.0325, -1.2823], [0.3986, -0.6976, -2.3735], [0.7343, 0.8063, -0.1723], [-1.8532, 0.7557, 1.4300], [-1.2331, 1.1117, -0.9270], [-0.1194, -1.8444, -0.6066], [-1.6107, -1.1852, -1.8052], [0.2471, -1.3632, -3.0486], [1.2865, 0.7123, -1.0589], [1.2067, 0.2652, 0.5388], [0.4653, 3.7710, 0.8169], [0.4267, 2.4639, -0.0121], [-0.1230, 3.2363, 0.2720], [1.7992, -2.5368, 1.7992], [0.5821, -1.8852, 2.3658], [1.4426, -1.6849, 2.0139]], "smiles": "N[C@H](C=O)CO.O.O", "relative_energy_kcal_mol": 63.1}

For the records above, the corresponding calculated total energy values read -3813.2928 -1136.3075 -438.9917 -1448.4062 -722.5020 -476.5771 a.u..